[1]
The following is a DFT calculation (wB97M-V/def2-TZVPD) of C2H3IO3S in the gas phase in a non-equilibrium geometry.

The value obtained for the frontier orbital gap is 0.348 hartree. The total charge is 0. Its multiplicity is 1. The SMILES is C=COS(=O)(=O)I. The energy above the lowest of the compared OMol25 structures with the same formula, charge and spin comes out at 0.586 eV.

Each atom is followed by the atoms it is bonded to, with distances in Å.
Element x y z (Å)
1 C 0.184 1.819 -0.871  C2 1.313, H8 1.032, H9 1.143
2 C 0.379 0.529 -0.725  C1 1.313, O3 1.417, H10 1.071
3 O -0.692 -0.314 -0.335  C2 1.417, S4 1.661
4 S -0.194 -1.260 0.936  O3 1.661, O5 1.407, O6 1.427, I7 2.337
5 O -0.125 -0.520 2.130  S4 1.407
6 O 1.051 -1.888 0.631  S4 1.427
7 I -2.032 -2.701 0.855  S4 2.337
8 H 1.002 2.259 -1.318  C1 1.032
9 H -0.795 2.184 -0.407  C1 1.143
10 H 1.223 -0.107 -0.897  C2 1.071


[2]
The following is a DFT calculation (wB97M-V/def2-TZVPD) of 10 unconnected molecules or ions with the total composition C24H59N7O16 in a non-equilibrium geometry.

The value obtained for the frontier orbital gap is 0.204 hartree. The total charge is +4. Its multiplicity is 1. The energy above the lowest of the compared OMol25 structures with the same formula, charge and spin comes out at 0.000 eV.

Each atom is followed by the atoms it is bonded to, with distances in Å.
Element x y z (Å)
1 C 6.637 -18.731 -0.856  C2 1.477, H8 1.090, H9 1.091, H10 1.101
2 C 6.713 -17.915 0.373  C1 1.477, O3 1.174, N4 1.546
3 O 7.579 -17.183 0.678  C2 1.174
4 N 5.632 -18.158 1.452  C2 1.546, H5 1.030, H6 1.026, C7 1.522
5 H 4.717 -17.828 1.114  N4 1.030
6 H 5.513 -19.171 1.558  N4 1.026
7 C 5.941 -17.420 2.747  N4 1.522, H11 1.087, H12 1.081, H13 1.081
8 H 7.101 -18.221 -1.700  C1 1.090
9 H 5.607 -18.978 -1.115  C1 1.091
10 H 7.246 -19.645 -0.780  C1 1.101
11 H 5.091 -17.657 3.383  C7 1.087
12 H 5.978 -16.369 2.495  C7 1.081
13 H 6.857 -17.840 3.137  C7 1.081
14 C 11.021 -19.661 -2.081  C15 1.491, H21 1.087, H22 1.087, H23 1.087
15 C 10.733 -20.319 -3.387  C14 1.491, O16 1.177, N17 1.474
16 O 10.224 -19.779 -4.302  C15 1.177
17 N 11.452 -21.595 -3.549  C15 1.474, H18 1.051, H19 1.037, C20 1.494
18 H 12.335 -21.510 -2.985  N17 1.051
19 H 10.977 -22.305 -2.961  N17 1.037
20 C 11.813 -21.987 -4.945  N17 1.494, H24 1.085, H25 1.083, H26 1.086
21 H 10.082 -19.272 -1.692  C14 1.087
22 H 11.735 -18.843 -2.140  C14 1.087
23 H 11.415 -20.352 -1.341  C14 1.087
24 H 10.991 -22.501 -5.431  C20 1.085
25 H 12.687 -22.615 -4.828  C20 1.083
26 H 11.955 -21.127 -5.591  C20 1.086
27 C 12.606 -18.283 -9.743  C28 1.488, H34 1.101, H35 1.083, H36 1.094
28 C 13.052 -18.541 -8.348  C27 1.488, O29 1.166, N30 1.511
29 O 12.481 -19.246 -7.616  C28 1.166
30 N 14.314 -17.861 -7.874  C28 1.511, H31 1.031, H32 1.026, C33 1.509
31 H 14.658 -17.366 -8.710  N30 1.031
32 H 14.188 -17.097 -7.200  N30 1.026
33 C 15.443 -18.744 -7.401  N30 1.509, H37 1.083, H38 1.086, H39 1.089
34 H 12.978 -17.295 -10.054  C27 1.101
35 H 11.531 -18.253 -9.878  C27 1.083
36 H 13.077 -18.923 -10.495  C27 1.094
37 H 15.909 -19.284 -8.216  C33 1.083
38 H 15.056 -19.370 -6.602  C33 1.086
39 H 16.177 -18.099 -6.920  C33 1.089
40 C 9.625 -20.627 -7.722  C41 1.478, H47 1.087, H48 1.089, H49 1.097
41 C 8.806 -21.563 -8.521  C40 1.478, O42 1.179, N43 1.498
42 O 7.942 -21.258 -9.263  C41 1.179
43 N 9.079 -23.025 -8.338  C41 1.498, H44 1.040, H45 1.023, C46 1.496
44 H 10.036 -23.181 -7.960  N43 1.040
45 H 8.397 -23.436 -7.696  N43 1.023
46 C 8.984 -23.816 -9.604  N43 1.496, H50 1.087, H51 1.085, H52 1.085
47 H 9.303 -19.614 -7.951  C40 1.087
48 H 10.692 -20.782 -7.872  C40 1.089
49 H 9.450 -20.689 -6.641  C40 1.097
50 H 7.993 -23.781 -10.049  C46 1.087
51 H 9.249 -24.846 -9.390  C46 1.085
52 H 9.657 -23.447 -10.372  C46 1.085
53 C 12.098 -27.419 -3.840  C54 1.489, H60 1.087, H61 1.092, H62 1.094
54 C 11.337 -26.163 -3.596  C53 1.489, O55 1.157, N56 1.505
55 O 11.768 -25.092 -3.664  C54 1.157
56 N 9.884 -26.336 -3.244  C54 1.505, H57 1.036, H58 1.025, C59 1.528
57 H 9.470 -25.403 -3.425  N56 1.036
58 H 9.392 -27.007 -3.843  N56 1.025
59 C 9.469 -26.739 -1.830  N56 1.528, H63 1.083, H64 1.087, H65 1.083
60 H 11.598 -28.357 -3.613  C53 1.087
61 H 13.041 -27.417 -3.288  C53 1.092
62 H 12.443 -27.398 -4.879  C53 1.094
63 H 9.907 -26.045 -1.123  C59 1.083
64 H 9.910 -27.722 -1.691  C59 1.087
65 H 8.387 -26.750 -1.866  C59 1.083
66 C 10.363 -20.848 1.432  C67 1.469, H73 1.089, H74 1.097, H75 1.104
67 C 10.371 -20.446 2.845  C66 1.469, O68 1.176, N69 1.513
68 O 10.493 -19.340 3.226  C67 1.176
69 N 10.145 -21.519 3.888  C67 1.513, H70 1.029, H71 1.032, C72 1.520
70 H 9.140 -21.695 4.022  N69 1.029
71 H 10.428 -22.438 3.515  N69 1.032
72 C 10.977 -21.362 5.150  N69 1.520, H76 1.090, H77 1.079, H78 1.089
73 H 10.200 -19.961 0.822  C66 1.089
74 H 9.608 -21.563 1.083  C66 1.097
75 H 11.370 -21.171 1.112  C66 1.104
76 H 10.753 -22.245 5.749  C72 1.090
77 H 10.798 -20.413 5.629  C72 1.079
78 H 12.005 -21.558 4.850  C72 1.089
79 C 13.601 -17.730 1.205  C80 1.508, H86 1.091, H87 1.097, H88 1.092
80 C 12.167 -17.275 1.100  C79 1.508, O81 1.155, N82 1.535
81 O 11.493 -17.463 0.181  C80 1.155
82 N 11.693 -16.516 2.346  C80 1.535, H83 1.028, H84 1.028, C85 1.504
83 H 12.031 -17.121 3.106  N82 1.028
84 H 12.269 -15.667 2.413  N82 1.028
85 C 10.236 -16.260 2.617  N82 1.504, H89 1.089, H90 1.079, H91 1.088
86 H 14.187 -16.897 0.815  C79 1.091
87 H 13.640 -18.659 0.623  C79 1.097
88 H 13.814 -18.014 2.238  C79 1.092
89 H 10.303 -15.520 3.413  C85 1.089
90 H 9.586 -17.078 2.889  C85 1.079
91 H 9.745 -15.759 1.787  C85 1.088
92 O 15.631 -20.661 -0.957  C93 1.385, H96 0.990
93 C 14.259 -20.738 -1.135  O92 1.385, O94 1.274, O95 1.273
94 O 13.831 -21.590 -1.980  C93 1.274
95 O 13.532 -19.978 -0.418  C93 1.273
96 H 15.854 -21.236 -1.732  O92 0.990
97 O 7.285 -23.519 -1.472  C98 1.356, H101 0.963
98 C 8.559 -23.097 -1.666  O97 1.356, O99 1.250, O100 1.279
99 O 9.135 -23.339 -2.749  C98 1.250
100 O 9.063 -22.349 -0.760  C98 1.279
101 H 6.991 -23.044 -0.687  O97 0.963
102 O 13.209 -24.733 -7.133  C103 1.405, H106 0.976
103 C 12.353 -24.201 -8.113  O102 1.405, O104 1.237, O105 1.289
104 O 11.920 -24.956 -8.993  C103 1.237
105 O 12.036 -22.957 -8.001  C103 1.289
106 H 13.843 -23.993 -7.083  O102 0.976


Question: Look up the total charge of the second one.
Answer: +4